This record from the OMol25 dataset describes a structure of composition C39H44BiN3OS3Sb2. The level of theory is ωB97M-V/def2-TZVPD.

Output
HOMO-LUMO gap (spin up / spin down) ... 5.4 / 5.1 eV
Charge ... +2
Relative energy (zero: lowest compared OMol25 entry of this formula, charge and spin) ... 79.3 kcal per mole

Last column: Mulliken charge in e.
CARTESIAN COORDINATES (ANGSTROEM)
Bi: -0.76341 1.30631 0.32802  1.035
C: 2.99914 1.69744 4.80745  -0.671
S: 3.38421 2.49073 3.23254  0.029
C: 2.08407 2.06192 2.15852  0.470
S: 0.95076 0.76087 2.54805  -0.278
N: 2.10967 2.73527 1.05593  -1.175
N: 1.05755 2.62670 0.17868  0.815
C: 1.09673 3.51460 -0.76992  -0.307
C: -0.01821 3.65490 -1.68204  0.181
C: -0.01692 4.58195 -2.72170  -0.724
C: -1.13794 4.67008 -3.52465  -0.588
C: -2.22536 3.83985 -3.26787  -0.753
C: -2.15705 2.94607 -2.21638  0.157
N: -1.07575 2.85193 -1.44374  -0.197
H: 3.95577 1.52116 5.29196  0.382
H: 2.39206 2.35412 5.42588  0.310
H: 2.50954 0.73810 4.66992  0.110
H: 1.95401 4.16994 -0.82127  0.603
H: 0.84037 5.21635 -2.87626  0.554
H: -1.17300 5.38052 -4.33515  0.506
H: -3.11911 3.89120 -3.86746  0.499
H: -2.97791 2.28581 -1.97543  0.256
C: 1.38318 -2.52201 -2.98544  -1.781
C: 1.70388 -3.07823 -1.59833  -0.541
C: 0.57735 -3.89336 -0.98837  -1.097
Sb: -1.36022 -2.91267 -1.10428  1.066
C: -2.63717 -4.48871 -1.66338  1.051
C: -3.93507 -4.57258 -1.17407  -0.607
C: -4.74583 -5.63315 -1.53795  -0.758
C: -4.27159 -6.60695 -2.40387  -0.553
C: -2.98984 -6.51027 -2.92368  -0.687
C: -2.17276 -5.45600 -2.55284  -0.650
C: -2.83660 -1.45350 -0.55709  0.870
C: -3.22874 -0.98113 0.67812  -0.477
C: -4.27278 -0.07140 0.78662  -0.683
C: -4.95446 0.33502 -0.34877  -0.614
C: -4.56520 -0.13668 -1.59309  -1.021
C: -3.49783 -1.01439 -1.70362  -0.708
Sb: 0.26347 -0.69861 -2.82807  1.238
C: -0.34915 -0.41094 -4.83505  0.668
C: -0.17147 -1.38302 -5.81007  -0.542
C: -0.55289 -1.13574 -7.11935  -0.748
C: -1.11162 0.08334 -7.46283  -0.651
C: -1.29693 1.05619 -6.49285  -0.579
C: -0.92425 0.80570 -5.18402  -0.232
C: 1.92197 0.64412 -2.72480  1.144
C: 1.66749 2.00039 -2.89574  0.360
C: 2.69758 2.92378 -2.86184  -0.547
C: 3.99666 2.50021 -2.63166  -0.994
C: 4.25645 1.15271 -2.44814  -0.976
C: 3.22617 0.22894 -2.50064  -0.417
H: 0.78610 -3.24472 -3.54638  0.459
H: 2.28370 -2.32398 -3.56647  0.748
H: 1.99831 -2.27455 -0.91332  0.154
H: 2.57014 -3.74419 -1.66804  0.531
H: 0.77830 -4.21315 0.02575  0.595
H: 0.33941 -4.76790 -1.59390  0.608
H: -4.33023 -3.80372 -0.51467  0.376
H: -5.74887 -5.69964 -1.14817  0.440
H: -4.90241 -7.43851 -2.67946  0.404
H: -2.62832 -7.25066 -3.61957  0.443
H: -1.18229 -5.39101 -2.98468  0.264
H: -2.70609 -1.28763 1.56497  0.432
H: -4.55442 0.30964 1.75397  0.484
H: -5.78747 1.01719 -0.26519  0.440
H: -5.09608 0.17305 -2.48054  0.493
H: -3.20577 -1.37225 -2.68579  0.464
H: 0.27517 -2.33729 -5.56835  0.360
H: -0.40546 -1.89467 -7.87381  0.434
H: -1.40283 0.27545 -8.48372  0.409
H: -1.73026 2.00878 -6.76034  0.448
H: -1.08650 1.57198 -4.43418  0.053
H: 0.65525 2.34090 -3.09322  -0.411
H: 2.49561 3.97221 -3.03023  0.547
H: 4.80240 3.21437 -2.60456  0.457
H: 5.26687 0.81874 -2.27463  0.464
H: 3.46195 -0.81676 -2.36636  0.263
C: -3.18802 -4.54689 2.24568  -1.092
C: -1.99981 -3.94773 2.96422  -0.836
S: -0.98062 -2.88664 1.88015  0.611
O: 0.82568 -0.02591 1.15141  -0.424
C: 0.70134 -3.35658 2.37073  -0.565
C: 1.02561 -2.90125 3.77737  -1.227
H: -3.76040 -5.15043 2.94689  0.490
H: -2.87601 -5.18564 1.41926  0.244
H: -3.85145 -3.77616 1.85808  0.178
H: -1.33137 -4.72060 3.34321  0.562
H: -2.31534 -3.32703 3.80440  0.380
H: 1.35816 -2.86278 1.65338  0.014
H: 0.80230 -4.43851 2.26124  0.597
H: 0.89145 -1.82369 3.87418  0.192
H: 2.06218 -3.13883 4.00524  0.453
H: 0.40213 -3.39845 4.51705  0.318


This record from the OMol25 dataset describes a cluster of 7 separate species, C39H44Br2F3NO20S in total in a non-equilibrium geometry. The level of theory is ωB97M-V/def2-TZVPD.

Output
HOMO-LUMO gap ... 7.1 eV
Charge ... 0

Last column: Mulliken charge in e.
CARTESIAN COORDINATES (ANGSTROEM)
O: -3.79288 4.55876 -1.50886  -0.561
C: -2.53776 4.44713 -1.17737  0.466
C: -1.87723 5.44208 -0.05869  0.464
N: -2.87409 6.30829 0.68395  -0.389
C: -2.51333 6.40581 1.97432  0.307
S: -1.68819 6.67434 3.43199  -0.122
C: -0.44353 5.49182 0.21477  -0.686
C: 0.52939 4.48205 -0.62461  0.664
O: 1.81151 4.73616 -0.51824  -0.614
C: -0.07350 3.29643 -1.54710  0.501
C: 0.81737 2.11424 -2.17779  0.097
C: 2.40439 1.99267 -1.90740  -0.624
C: 2.82060 1.68376 -0.37281  -0.608
C: 1.80447 0.72382 0.43765  0.288
F: 0.56168 1.40107 0.85521  -0.284
Br: 1.41505 -1.01640 -0.50483  -0.060
C: 2.53061 0.28021 1.86152  0.483
F: 3.44316 1.27968 2.36621  -0.240
F: 3.13280 -1.02238 1.68520  -0.139
Br: 1.00233 0.05179 3.17451  -0.088
C: 0.16075 0.96793 -3.10419  -0.254
C: -1.39639 0.94829 -3.41202  -0.763
C: -2.27705 2.11749 -2.76806  -0.356
C: -1.65707 3.26583 -1.86684  0.029
H: 0.03854 6.20996 0.99260  0.287
H: 2.85411 1.19612 -2.62292  0.197
H: 2.86646 3.02713 -2.21107  0.332
H: 3.02816 2.63541 0.25157  0.361
H: 3.84361 1.11020 -0.41991  0.417
H: 0.83637 0.12671 -3.55789  0.285
H: -1.82237 0.08985 -4.05064  0.341
H: -3.41817 2.07028 -2.97561  0.274
C: 3.93149 -2.16006 4.00973  -1.294
C: 3.99988 -2.97655 5.28149  0.497
C: 4.10244 -4.45369 5.04887  -0.508
O: 3.62490 -4.97515 6.27994  -0.331
C: 2.73476 -4.05324 6.75803  0.624
O: 1.98907 -4.24567 7.69127  -0.557
O: 2.79970 -2.89261 6.04170  -0.291
H: 3.91291 -1.09226 4.24732  0.345
H: 4.80078 -2.35475 3.37551  0.360
H: 3.02248 -2.37198 3.44179  0.225
H: 4.81834 -2.61255 5.91324  0.264
H: 5.12912 -4.77471 4.85777  0.346
H: 3.45341 -4.81680 4.24608  0.326
C: -8.91047 4.07204 -1.81569  -1.398
C: -8.06904 2.85971 -1.48248  0.590
C: -6.61371 3.16459 -1.29609  -0.519
O: -6.01888 1.89658 -1.53013  -0.296
C: -6.84522 1.25081 -2.40764  0.646
O: -6.56254 0.22399 -2.97886  -0.576
O: -8.02636 1.92110 -2.55211  -0.349
H: -9.96588 3.79167 -1.88497  0.366
H: -8.80971 4.83902 -1.04264  0.314
H: -8.63478 4.50275 -2.78264  0.366
H: -8.48661 2.34714 -0.60822  0.254
H: -6.38984 3.52389 -0.28904  0.348
H: -6.21639 3.87179 -2.02990  0.273
C: 2.49963 -3.52907 -5.03605  -1.572
C: 3.79117 -3.02407 -4.43248  0.849
C: 4.18517 -3.72629 -3.16872  -0.369
O: 5.04660 -2.77299 -2.56364  -0.345
C: 4.60505 -1.54881 -2.98233  0.633
O: 4.97802 -0.49537 -2.52019  -0.577
O: 3.68871 -1.67558 -3.98630  -0.359
H: 2.29820 -3.01526 -5.98079  0.354
H: 2.55827 -4.60178 -5.23565  0.389
H: 1.64334 -3.33465 -4.38321  0.390
H: 4.59117 -3.06556 -5.18016  0.123
H: 4.71037 -4.66473 -3.36078  0.208
H: 3.34643 -3.91193 -2.49078  0.288
C: -0.41376 -5.03060 5.54699  -1.142
C: -0.97262 -4.54698 4.22679  0.563
C: -2.46970 -4.48042 4.18931  -0.485
O: -2.72777 -4.53559 2.79454  -0.320
C: -1.70150 -5.25810 2.25088  0.628
O: -1.68532 -5.66921 1.11529  -0.560
O: -0.70299 -5.45240 3.16233  -0.343
H: 0.67914 -5.00434 5.52676  -0.038
H: -0.75605 -4.39685 6.36960  0.422
H: -0.69951 -6.06617 5.75298  0.376
H: -0.52190 -3.58293 3.96381  0.221
H: -2.85624 -3.55569 4.62422  0.334
H: -2.95827 -5.33666 4.66425  0.307
C: 8.65346 -5.63071 -4.90079  -1.430
C: 7.50452 -6.20095 -5.70331  0.448
C: 7.63730 -5.99688 -7.18245  -0.522
O: 6.28925 -6.11031 -7.61316  -0.322
C: 5.52305 -5.68061 -6.56593  0.553
O: 4.33731 -5.45849 -6.63549  -0.489
O: 6.27562 -5.53466 -5.43548  -0.198
H: 8.52281 -5.85991 -3.83896  0.353
H: 9.60550 -6.05717 -5.22861  0.388
H: 8.70402 -4.54123 -4.98394  0.353
H: 7.36807 -7.25978 -5.45544  0.232
H: 8.26543 -6.75704 -7.65270  0.328
H: 8.00401 -5.00301 -7.45643  0.314
C: -6.33829 7.74927 5.57807  -1.491
C: -6.20581 7.45479 4.09993  0.718
C: -6.32883 8.66714 3.22692  -0.476
O: -6.69882 8.09234 1.98304  -0.299
C: -7.38861 6.95094 2.28704  0.617
O: -8.01850 6.30248 1.48579  -0.569
O: -7.27068 6.64608 3.61336  -0.340
H: -6.18544 6.83560 6.16024  0.362
H: -5.59512 8.48603 5.89549  0.369
H: -7.33644 8.11946 5.82925  0.365
H: -5.26909 6.91778 3.91080  0.093
H: -5.38793 9.21605 3.14189  0.329
H: -7.12207 9.35322 3.53917  0.313


Question: What is the formula in the second record?
Answer: C39H44Br2F3NO20S


Question: The highest charge belongs to which entry?
Answer: C39H44BiN3OS3Sb2